ORCA calculation (wB97M-V/def2-TZVPD) on a 3-piece molecular cluster, C3H11NO3 overall.

**LUMO energy (spin up / spin down)**: -4.2 / -9.5 eV
**Net charge**: +1
**HOMO (spin up / spin down)**: -15.0 / -15.0 eV
**Frontier orbital gap (spin up / spin down)**: 0.3965 / 0.2006 Ha
**Spin multiplicity**: 2

Each line ends with the Mulliken spin population.
Positions of all 18 atoms, in Å:
C -1.1489 1.3211 -0.2273  0.03
N -0.6694 -0.0805 -0.0265  0.72
C 0.2451 -0.4177 -1.2311  0.04
C 1.3524 -1.4420 -0.9180  -0.01
O 2.3926 -1.1779 -0.3649  0.01
H -2.2321 1.4228 0.0654  0.03
H -0.4306 2.1233 0.2293  0.04
H -1.1949 1.8252 -1.2634  0.00
H -0.0166 0.0981 0.8445  0.00
H 0.9325 0.3681 -1.3781  0.04
H -0.2898 -0.6952 -2.0611  0.00
H 1.2081 -2.5447 -1.0900  0.00
H 2.1495 1.7106 1.8304  0.00
H 2.4724 0.7576 0.7063  0.00
O 1.9698 1.5725 0.9408  0.00
H -2.4160 -1.4117 2.0262  -0.01
H -2.0513 -1.4053 0.6218  0.00
O -2.2728 -2.0243 1.2957  0.10



ORCA calculation (wB97M-V/def2-TZVPD) on a 9-piece molecular cluster, C5H29N2O8S overall.

**LUMO energy**: 2.9 eV
**Net charge**: -1
**HOMO**: -4.3 eV
**Frontier orbital gap**: 0.2620 Ha
**Spin multiplicity**: 1

Each line ends with the Löwdin charge.
Positions of all 45 atoms, in Å:
C 1.4508 -1.7824 1.4709  -0.29
N 0.6364 -1.0816 0.4668  -0.07
C 0.6950 -1.5936 -0.8871  -0.39
C -0.5744 -1.7855 -1.6760  -0.55
S -2.1623 -0.8900 -1.0831  0.33
C 1.6885 -0.5925 -1.7016  -0.23
N 2.9935 -0.8074 -1.2148  0.03
C 2.4853 -0.8874 2.1347  -0.11
H 0.8610 -2.5623 2.1039  0.13
H 2.1986 -2.4654 0.8427  0.12
H -0.3338 -1.1191 0.7351  0.02
H 1.3147 -2.4795 -0.8179  0.11
H -0.6203 -1.5498 -2.6175  -0.06
H -0.8932 -2.9927 -1.6205  0.11
H 1.2931 0.4650 -1.4175  0.11
H 1.6169 -0.7096 -2.7011  0.06
H 3.1891 -0.8965 -0.3168  -0.04
H 3.5871 -0.0524 -1.6565  0.12
H 3.1100 -0.3450 1.4909  0.03
H 1.7161 -0.1878 2.6596  0.11
H 2.9886 -1.4616 2.9236  0.07
H -0.8773 1.2061 1.0663  0.16
H 0.5132 0.9714 0.1255  -0.08
O -0.1308 1.5990 0.3399  -0.14
H -4.3325 0.2308 0.4521  0.00
H -3.7496 -0.4431 1.7065  -0.04
O -3.9796 0.3961 1.3293  -0.09
H -2.5039 0.4684 3.5899  0.08
H -2.3142 -0.9900 3.5745  -0.04
O -1.9258 -0.2585 4.0404  -0.11
H -2.5642 -2.0194 0.9960  -0.07
H -1.4701 -2.1040 1.9349  0.15
O -2.6137 -2.0494 1.9874  -0.21
H -0.1837 0.6305 -2.8892  0.01
H -0.7394 1.2136 -4.1154  -0.01
O 0.0840 0.8810 -3.8197  -0.07
H 2.5160 2.6878 1.2828  -0.01
H 2.0036 1.8663 0.1056  -0.11
O 2.5616 2.4088 0.4485  0.08
H -0.8471 3.9381 -0.3000  0.02
H 0.6566 4.0298 -0.2578  -0.03
O -0.1120 4.5468 -0.2015  -0.05
H -3.1138 2.0167 -3.1139  0.02
H -1.8025 1.9889 -2.3386  0.06
O -2.3155 2.5609 -3.0616  -0.13



Short version: relative energy (zero: lowest compared OMol25 entry of this formula, charge and spin) = 2.893 6.032 eV, in the order given.
Short version: largest force on an atom = 6.60 8.95 eV/A, in the order given.